{"formula": "C22H44AlN3OP2", "method": "ωB97M-V/def2-TZVPD", "symbols": ["Al", "P", "P", "N", "C", "H", "H", "C", "H", "H", "C", "H", "H", "C", "H", "H", "C", "C", "H", "H", "H", "C", "C", "H", "H", "H", "C", "C", "H", "H", "H", "C", "C", "H", "H", "H", "C", "O", "C", "H", "H", "H", "C", "H", "H", "H", "C", "H", "H", "H", "C", "H", "H", "H", "H", "H", "H", "H", "H", "H", "N", "C", "C", "C", "N", "C", "C", "H", "H", "H", "H", "H", "H"], "coordinates": [[-0.3404, -0.1842, 0.0744], [-2.0409, 0.7634, -1.3155], [0.5663, -0.7717, 2.2367], [-2.3255, -0.4055, 1.4037], [-3.4827, 1.0725, -0.2071], [-3.8435, 2.1032, -0.3525], [-4.3030, 0.4051, -0.5219], [-3.1643, 0.8110, 1.2629], [-2.6376, 1.6579, 1.7223], [-4.1092, 0.6619, 1.8163], [-2.1696, -0.8189, 2.8336], [-2.2741, -1.9104, 2.9040], [-2.9818, -0.3681, 3.4235], [-0.8218, -0.3635, 3.3752], [-0.6217, -0.8149, 4.3585], [-0.8281, 0.7263, 3.5208], [2.1369, -0.1036, 2.9517], [2.4868, 1.2404, 2.3091], [1.8596, 2.0731, 2.6434], [2.4074, 1.1551, 1.2203], [3.5334, 1.4874, 2.5308], [0.6682, -2.6217, 2.3550], [1.6173, -3.2240, 1.3018], [1.1480, -4.1148, 0.8596], [2.5733, -3.5332, 1.7448], [1.8311, -2.5357, 0.4726], [-2.6710, -0.4105, -2.6072], [-1.7231, -0.5224, -3.8104], [-1.9298, -1.4751, -4.3155], [-0.6635, -0.5358, -3.5195], [-1.8816, 0.2748, -4.5484], [-1.7121, 2.3615, -2.1482], [-0.4255, 2.3227, -2.9742], [-0.1215, 3.3617, -3.1576], [-0.5808, 1.8406, -3.9470], [0.3982, 1.8129, -2.4680], [-0.3071, 1.8596, 0.7743], [-0.2393, 2.9644, 1.1264], [0.9527, -3.1019, 3.7915], [1.1987, -2.2967, 4.4948], [0.0695, -3.6182, 4.1842], [1.7725, -3.8282, 3.8070], [-4.1480, -0.1875, -2.9959], [-4.2889, -0.3264, -4.0743], [-4.7721, -0.9437, -2.5060], [-4.5474, 0.7976, -2.7268], [-2.8816, 2.8255, -3.0138], [-2.6098, 3.8053, -3.4231], [-3.0564, 2.1450, -3.8565], [-3.8110, 2.9441, -2.4475], [3.3215, -1.0533, 2.7792], [3.4699, -1.2888, 1.7179], [4.2259, -0.5388, 3.1263], [3.2175, -1.9831, 3.3471], [1.9050, 0.0442, 4.0214], [-1.5785, 3.0610, -1.3055], [-0.3514, -2.9394, 2.0875], [-2.6000, -1.3614, -2.0530], [-2.7937, -1.1748, 0.9136], [-0.7156, -1.7290, -0.3189], [5.4873, 0.4671, -1.8213], [4.1368, 0.3907, -1.6191], [3.3821, 1.5451, -1.3482], [2.0606, 1.4133, -0.9756], [1.4349, 0.1984, -0.8652], [2.1126, -0.8988, -1.3283], [3.4473, -0.8389, -1.6712], [5.9879, 1.3325, -1.7866], [6.0410, -0.3687, -1.9891], [3.8665, 2.5286, -1.3955], [1.4939, 2.3179, -0.7381], [1.5448, -1.8337, -1.4054], [3.9984, -1.7465, -1.9343]], "charge": 2, "homo_energy_ev": -14.54}

=====

{"formula": "C22H44Br14O4S2", "method": "ωB97M-V/def2-TZVPD", "symbols": ["C", "C", "C", "S", "O", "O", "C", "H", "H", "H", "H", "H", "H", "H", "H", "C", "C", "C", "S", "O", "O", "C", "H", "H", "H", "H", "H", "H", "H", "H", "Br", "C", "C", "Br", "H", "H", "H", "H", "Br", "C", "C", "Br", "H", "H", "H", "H", "Br", "C", "C", "Br", "H", "H", "H", "H", "Br", "C", "C", "Br", "H", "H", "H", "H", "Br", "C", "C", "Br", "H", "H", "H", "H", "Br", "C", "C", "Br", "H", "H", "H", "H", "Br", "C", "C", "Br", "H", "H", "H", "H"], "coordinates": [[0.2442, 1.6504, 0.9545], [0.3144, 1.1392, -0.4896], [1.3715, 0.0412, -0.6503], [1.8487, -0.5539, 1.0809], [3.1180, 0.0234, 1.4824], [1.4625, -1.9762, 1.1962], [0.5359, 0.4939, 1.9970], [-0.6954, 2.1720, 1.1369], [0.9813, 2.4511, 1.0143], [0.4368, 1.9574, -1.1994], [-0.6766, 0.7466, -0.7170], [2.3217, 0.3997, -1.0461], [1.0820, -0.9443, -1.0153], [0.7612, 0.7508, 3.0320], [-0.4238, -0.0217, 2.0340], [3.5206, 0.3001, -4.3529], [4.0575, -0.7545, -5.3714], [2.7775, -1.1323, -6.1482], [1.7858, 0.3635, -6.4442], [0.3915, 0.0265, -6.2204], [2.3026, 1.0123, -7.6672], [2.4376, 1.2810, -4.9638], [4.4433, 0.7033, -3.9354], [3.1046, -0.1774, -3.4658], [4.3529, -1.6380, -4.8055], [4.8616, -0.2685, -5.9240], [2.2185, -1.7186, -5.4189], [2.9175, -1.7093, -7.0623], [1.7324, 1.5372, -4.1731], [2.6518, 2.2088, -5.4943], [0.0909, -4.7669, 3.7332], [-0.9877, -3.7218, 2.4457], [-0.6035, -4.2878, 1.0644], [-1.5031, -3.3471, -0.4699], [-0.7674, -2.6627, 2.5790], [-2.0594, -3.8429, 2.6030], [-0.7891, -5.3579, 0.9719], [0.4576, -4.1878, 0.8359], [6.3979, -4.3985, 0.7611], [5.1213, -3.1039, -0.1720], [4.4505, -3.9639, -1.2895], [3.1129, -2.6642, -2.1598], [5.7925, -2.3517, -0.5866], [4.4357, -2.6825, 0.5632], [3.7744, -4.6977, -0.8506], [5.1388, -4.4266, -1.9968], [-4.3837, 4.8488, 1.2186], [-3.4545, 5.6694, -0.2847], [-2.5473, 4.6967, -1.0413], [-1.5933, 5.4432, -2.6119], [-2.9936, 6.5697, 0.1218], [-4.2145, 5.9624, -1.0090], [-3.1545, 3.9518, -1.5555], [-1.8403, 4.2524, -0.3406], [2.0118, -1.5075, 4.7019], [2.6547, 0.1313, 5.6465], [1.8118, 0.4761, 6.9092], [1.9248, -1.0879, 8.1067], [2.5630, 0.9519, 4.9350], [3.6737, -0.1282, 5.9335], [0.7615, 0.7439, 6.7941], [2.1704, 1.3181, 7.5013], [-3.2209, -0.0438, 2.0518], [-5.0672, 0.2881, 1.4529], [-5.1984, 0.1337, -0.0752], [-4.2211, 1.4523, -1.0648], [-5.0947, 1.3333, 1.7612], [-5.7756, -0.2749, 2.0606], [-6.2189, 0.2115, -0.4502], [-4.7694, -0.8096, -0.4134], [-4.1976, -3.5520, -5.1499], [-3.2442, -2.4746, -3.7354], [-1.9389, -2.0484, -4.3861], [-0.9400, -0.9731, -3.0887], [-3.0051, -3.1274, -2.8959], [-3.9413, -1.7540, -3.3076], [-2.1276, -1.5365, -5.3297], [-1.3551, -2.9343, -4.6360], [-0.8630, 2.2322, 4.9222], [-2.2963, 3.4967, 5.2196], [-3.0738, 2.9898, 6.4399], [-4.1789, 4.5190, 7.1160], [-2.9939, 3.4066, 4.3870], [-1.7963, 4.4648, 5.2496], [-2.4575, 2.6597, 7.2761], [-3.7148, 2.1488, 6.1754]], "multiplicity": 2, "charge": 1, "homo_energy_ev": [-11.80, -11.80]}

=====

Result set for relative energy (zero: lowest compared OMol25 entry of this formula, charge and spin): 0.0; 0.0 kcal/mol, one per record in the order listed.
Result set for largest force on an atom: 5.8; 2.8 eV/Å, one per record in the order listed.